168
Properties=species:S:1:pos:R:3 method="wB97M-V/def2-TZVPD" charge=0 smiles="CCCOc1c(C)cc(S(C)(=O)=O)c2c1N([C@@H](I)CC)c1c(CC=O)c(P(C)C)c(S(=O)(=O)F)c(-c3cccnc3)c1S2.COCCOCCOC.COCCOCCOC.COCCOCCOC.COCCOCCOC"
H -10.754 -2.632 -4.078
H 1.495 -0.742 -3.896
H -0.651 2.579 -1.900
C -4.728 1.804 1.708
O 1.677 -5.395 0.092
C 1.624 1.552 -4.095
H 10.276 0.393 4.805
C -2.731 -7.084 -0.623
O -0.364 2.463 1.072
C -10.151 -3.212 -3.380
C -13.177 -1.744 -4.638
H -8.307 1.857 2.673
C 6.152 -2.406 -2.729
H 2.786 1.309 -4.169
H 4.303 3.587 0.926
H -9.698 -2.442 0.128
C 9.502 -0.221 -6.358
C 11.002 2.602 1.469
H -12.492 -1.006 -5.060
S -5.431 -2.088 0.007
H 8.589 1.232 -2.378
O -5.291 -3.460 0.774
H -9.216 1.645 4.208
H 3.439 -6.871 -1.558
H -4.156 -7.265 -2.653
C 10.091 -1.742 -4.623
H -5.632 1.294 2.248
C -8.445 4.841 5.722
H 5.355 0.036 2.203
H 10.153 3.242 1.215
O 11.020 2.263 5.345
O -10.327 -1.507 -1.635
H 8.401 2.439 6.197
C -3.558 -4.886 -2.137
H 6.381 -3.354 -3.223
H -4.777 2.974 1.913
H 8.653 0.419 -6.612
C 7.652 0.417 5.098
C -0.711 -0.281 -1.647
H 6.021 2.353 -0.817
C -1.423 2.851 0.309
C 5.242 3.147 -1.204
F -6.150 -1.008 1.180
C -5.010 4.978 6.757
H -9.140 5.689 5.732
H 7.881 -0.531 4.604
H -7.563 1.033 4.067
H 8.776 -2.430 -3.022
O -7.679 3.065 4.226
H 5.125 -2.654 0.970
H 7.839 3.400 4.806
C -6.462 3.263 7.537
H 10.464 -2.343 -2.609
C -9.415 -2.308 -2.385
C -1.919 -4.874 0.295
H 6.501 0.113 0.682
H -6.531 2.182 -1.769
H -14.199 -1.349 -4.705
H 10.135 3.399 3.840
H 0.143 2.672 -5.591
O -8.751 4.086 6.901
H -8.765 -1.623 -2.936
H -7.188 1.567 -0.105
C 11.169 1.004 4.676
C 3.008 0.357 -0.579
O 6.752 -1.363 -3.480
H -2.555 2.876 -1.734
H -13.087 -2.661 -5.223
C -7.922 2.952 7.179
O -10.926 -4.270 -2.802
C 7.042 -0.200 -2.707
C 9.973 3.124 4.882
H 10.292 -2.753 -4.990
H 11.012 -1.161 -4.703
C 3.042 -2.952 -0.386
H 1.425 2.457 -3.343
H -9.391 -3.710 -3.993
H -5.960 2.330 7.811
H 8.034 0.365 6.119
H 8.635 0.577 -3.987
C 5.426 0.379 1.061
N 0.648 0.227 -2.075
C 3.890 2.352 -1.685
C 9.669 -1.819 -3.151
I -1.060 -0.015 -4.708
H -13.548 -3.885 -3.570
H -10.973 -1.226 0.281
H 3.338 -5.362 -2.694
C -2.535 -2.484 -1.030
H 6.534 -2.458 -1.708
S 3.116 -4.817 -0.197
C -3.426 0.199 -0.690
H -1.334 -4.221 1.098
C 4.268 -2.096 0.358
H -11.739 -3.297 -1.149
H 11.784 3.240 1.896
C -1.068 -1.911 -1.536
H -14.039 -3.051 -2.074
S 0.395 -3.049 -2.006
C 11.591 1.081 3.204
C -1.932 0.737 -1.213
H -8.500 4.809 3.569
O 10.552 1.623 2.392
H 4.962 -5.709 -1.718
C -6.397 1.317 -0.960
O -5.750 3.813 6.430
H -4.101 -4.339 -3.016
H 5.721 3.692 -2.126
H -3.693 1.448 2.183
C 1.163 2.056 -5.586
H 11.964 0.480 5.218
H 1.988 2.844 -5.938
C -12.055 -3.887 -2.008
O -12.831 -1.935 -3.275
C -1.614 2.348 -1.273
H -9.301 -0.698 -0.036
H 6.901 -0.383 -1.630
O 3.066 1.827 -0.585
H 11.367 2.115 0.559
H 9.867 -0.707 -7.268
O 9.520 -0.560 -2.482
C -8.642 4.104 4.392
H 10.284 0.417 -5.931
H -2.727 -8.275 -0.511
P -4.669 1.567 -0.187
O 9.052 -1.200 -5.435
C 8.542 2.623 5.120
C -3.741 -1.441 -0.601
C 0.848 0.183 -3.574
C -13.207 -3.213 -2.766
H -7.992 2.220 6.375
C -10.046 -1.472 -0.245
H -8.374 2.467 8.052
H 4.105 5.031 -0.315
H 5.220 1.552 1.091
H -6.562 0.263 -1.441
H -4.013 4.691 7.115
H -6.443 3.938 8.407
H 6.339 0.577 -3.021
H 12.512 1.662 3.124
C 8.473 0.301 -2.945
H 11.792 0.070 2.837
C 4.215 -0.432 0.263
H 3.211 3.143 -2.266
H 1.180 1.208 -6.414
H 4.122 1.479 -2.445
H 5.845 4.620 0.430
H -12.446 -4.822 -1.589
H -5.514 5.598 7.499
C 4.824 4.163 0.026
H -2.235 3.610 0.739
H -4.892 5.570 5.846
H -8.789 -2.923 -1.735
C -8.233 1.842 3.765
C -3.570 -6.544 -1.911
H -9.663 3.721 4.341
O 8.252 1.459 4.347
H 6.563 0.549 5.106
N -1.972 -6.357 0.434
H 5.063 -2.274 -2.721
C 1.785 -0.475 -1.326
O 3.975 -5.117 1.086
H -7.450 5.279 5.794
C 3.793 -5.737 -1.682
H 10.089 4.055 5.450
C -2.661 -4.143 -0.954
C 1.862 -2.140 -1.182
O -6.365 -2.336 -1.216

206
Properties=species:S:1:pos:R:3 method="wB97M-V/def2-TZVPD" charge=0
H -4.027 3.908 -2.834
Cl -1.763 7.600 -2.278
C -3.700 -1.951 2.742
C -0.906 1.888 6.756
O 4.298 1.097 -4.283
O 1.630 -0.763 7.022
H 0.760 0.851 -6.051
H -2.527 2.504 4.015
H -3.440 -2.806 -4.821
C 6.437 -4.258 4.012
O -2.447 2.119 -7.171
C 1.458 -1.660 7.963
O -3.003 -1.964 1.583
Cl 2.236 -2.582 -1.044
H 1.261 6.250 2.848
C 4.389 -4.097 -0.223
C -2.791 -5.743 1.414
O 5.831 1.403 -1.463
H -3.980 -0.454 0.544
C -5.672 -1.259 3.970
H 4.145 4.640 -5.667
H 1.987 -5.932 -4.359
H -1.038 0.503 8.340
O 0.840 1.443 -4.016
O -3.131 -2.174 3.792
C 8.842 2.690 -2.688
H -5.003 -5.663 3.714
H 3.910 -0.098 1.985
C -6.237 2.259 1.050
H 0.281 -2.859 -9.252
H -5.410 -6.584 2.198
Cl 3.618 -5.737 -0.098
H -6.697 1.484 0.469
C -7.092 -0.697 3.666
H 7.137 -4.960 3.712
H 3.625 0.309 -0.266
C -0.666 -5.465 0.594
O 5.292 -1.358 2.617
H -1.380 1.186 3.637
H -2.910 0.853 4.484
H -2.951 8.237 -0.464
Cl -5.736 7.129 -0.512
O 3.749 1.351 -6.447
H -5.651 4.325 0.585
H 3.834 -0.851 7.311
H -0.521 -3.551 2.738
H -0.485 -2.785 11.369
H -1.896 -1.415 -5.966
H -0.794 -5.309 4.542
C 1.450 5.088 -1.468
C 1.206 -5.147 -4.425
H -5.702 -2.188 4.469
C 0.020 -5.278 -3.545
Cl -3.945 1.029 -2.414
H -0.740 -0.853 0.922
H 0.937 -0.276 -0.835
Cl 0.606 2.009 8.996
H 0.333 -5.497 1.048
O -5.019 -1.519 2.684
H -5.671 3.253 -0.735
H 2.512 4.980 -1.494
H -0.590 -3.235 0.582
H 6.574 -3.964 5.028
C 0.036 4.445 2.821
H 3.932 -2.062 0.346
H -0.562 -6.166 -3.813
O 0.204 -4.240 -7.684
O -3.333 -5.681 0.316
H -0.132 0.963 -1.517
O -3.036 0.279 -6.179
H -2.086 2.383 -9.213
O -4.958 2.141 3.471
H 3.238 -0.095 5.882
H 1.722 -4.244 -4.143
C 3.122 -1.471 -4.477
H -6.764 2.535 1.962
H -7.805 -1.452 3.351
C -0.800 0.110 0.375
C 4.454 1.971 -1.337
H -1.305 -3.469 -8.958
C -1.811 2.792 -8.275
H 4.292 2.651 -2.218
H -4.823 -1.587 -4.996
Cl -0.868 6.679 1.770
C 4.359 2.636 -6.391
H -0.608 -4.362 -3.662
C 0.720 4.706 -2.696
H -0.563 4.623 3.687
H 4.484 2.546 -0.416
H 5.466 -4.741 4.001
O 3.305 -0.559 -5.554
H 0.971 5.224 -3.615
H -3.076 1.925 -4.256
C -3.065 7.358 -1.104
H 5.320 2.484 -5.906
H -5.164 -4.819 2.206
O -3.406 -6.013 2.571
H 2.894 -0.958 -3.542
C -3.698 -1.493 0.502
O -4.884 1.790 1.253
Cl 1.521 3.571 3.400
O 0.890 -5.088 -5.872
H 8.340 3.249 -3.437
H 3.458 -1.004 3.516
C -0.173 -3.340 3.764
Cl -0.913 -1.167 -2.028
H 0.902 -1.641 10.902
H -5.087 -0.574 4.562
C -2.439 1.480 3.699
C -4.394 1.768 2.483
C -0.140 -1.964 10.734
C -0.905 1.585 8.167
H 0.073 1.610 6.324
O 0.819 3.249 -2.862
Cl -1.195 3.660 6.421
Cl 1.550 -3.742 3.604
O 6.533 -3.121 3.164
H 1.280 6.129 -1.173
H -1.763 0.541 0.170
H -7.196 0.063 2.849
O 2.245 -2.440 8.431
H -0.370 -2.341 4.108
H -1.807 -4.128 -0.539
C 3.814 0.633 -5.324
C -4.819 -5.792 2.637
H -0.055 -4.034 -0.797
H -0.724 -1.121 10.949
O -1.515 0.145 -7.833
H -0.900 -6.246 -0.105
H -4.676 8.081 -2.534
H -0.830 0.906 -5.209
H -4.532 6.323 -2.273
C -3.703 -1.721 -4.939
C -0.385 -3.158 -8.456
O 0.182 -1.568 8.348
H -1.785 1.682 -3.041
C 3.035 -0.917 6.532
H 4.024 -2.017 -4.395
H 3.954 0.042 -2.002
H -7.199 3.906 -0.119
H -0.345 4.928 -2.572
H -0.515 -2.293 -7.757
C 0.220 0.661 -5.111
H -0.743 2.842 -8.197
H 3.549 3.382 -4.612
C -2.933 -1.158 -6.097
C 4.240 -0.418 2.983
H -0.414 3.790 2.055
C 3.566 3.690 -5.663
H 3.187 -1.867 6.030
H -1.698 1.387 6.178
H 2.543 3.785 -6.070
H -3.237 -1.226 -4.077
C -0.094 0.045 -0.968
C 3.570 0.742 -1.242
O -3.145 1.256 2.470
C -2.275 0.848 -7.130
C -0.825 -4.118 -0.035
H 0.385 -5.271 -2.553
C -0.323 -2.457 9.354
C -3.016 3.555 -2.714
O 6.435 3.450 -2.145
C 5.744 -2.159 3.594
H -4.553 -2.066 0.261
C 6.690 2.281 -1.906
H 4.696 -4.093 -1.256
C -4.454 7.286 -1.819
H 2.331 -2.066 -4.791
H -1.413 -2.491 9.066
C 3.399 -3.016 0.206
H 5.265 -4.072 0.444
H 4.869 0.517 4.697
H -1.715 2.097 8.690
C -6.198 3.531 0.117
H 4.229 1.678 3.479
H -2.859 6.406 -0.580
C 0.563 5.750 2.195
H 2.544 1.057 -1.560
O 0.262 -2.929 -5.834
H -1.934 -3.935 4.645
O -1.508 -5.559 1.749
O 0.082 3.362 -5.051
C 0.426 -3.981 -6.452
O 7.856 1.737 -2.145
H 4.547 2.816 -7.445
C 4.841 0.809 3.698
H -2.293 4.188 -3.229
H 9.254 3.302 -1.890
H 1.111 5.525 1.275
H 9.620 2.079 -3.170
C -0.835 -4.262 4.726
Cl -0.480 -3.843 6.418
H 2.889 -3.217 1.151
H -2.220 3.797 -8.260
H -7.416 -0.330 4.638
H 0.172 -3.420 9.151
O 5.399 -1.979 4.731
C -2.795 2.094 -3.199
H 0.362 -0.383 -4.842
Cl 0.132 1.279 1.345
H 5.832 1.071 3.230
H -3.156 -1.524 -7.096
H -2.938 -1.560 -0.258
Cl -2.661 3.784 -0.973
H 1.098 4.341 -0.741
C 0.524 2.766 -4.107

| no. | HOMO (Ha) | orbital gap (eV) |
| --- | --- | --- |
| 1 | -0.3028 | 6.74 |
| 2 | -0.3760 | 10.68 |